Record 1
Molecular formula: C2H2N3P
Method: DFT, the ωB97M-V functional and the def2-TZVPD basis

```
8
Properties=species:S:1:pos:R:3:forces:R:3
C -2.516 -0.149 -0.374 2.1 0.9 -0.4
C -0.337 0.499 -0.116 -2.0 -0.4 -1.1
N -3.524 -0.553 -0.087 -3.5 -1.5 0.9
N 0.733 0.630 0.377 0.0 0.7 0.3
N -1.381 0.361 -0.770 1.8 0.9 0.0
P 1.932 -0.577 0.151 0.6 -0.6 0.3
H 2.353 -0.468 1.559 0.7 0.3 -1.4
H 2.739 0.257 -0.741 0.2 -0.4 1.3
```
Forces are in eV/Å.

Summary:
Frontier orbital gap ... 9.9273 eV
Energy ... -15863.0940 eV
E_HOMO ... -9.86 eV
LUMO energy ... 0.0721 eV

***

Record 2
Molecular formula: C6H10BrN4
Method: DFT, the ωB97M-V functional and the def2-TZVPD basis

```
21
Properties=species:S:1:pos:R:3:forces:R:3
C 1.431 1.880 0.601 -0.8 0.9 0.1
C 0.413 2.459 -0.098 0.6 -1.6 0.7
C 1.727 0.519 0.733 -0.7 -1.4 -0.4
C -0.081 -0.514 -0.641 1.8 -0.8 0.9
C -0.150 -1.811 -0.089 0.0 0.0 -0.2
C -0.395 1.691 -1.104 2.1 1.5 -2.8
N -0.855 0.468 -0.547 -1.0 0.0 1.1
N -1.102 -2.626 -0.572 1.6 1.2 0.2
N -2.026 0.474 0.303 0.5 1.1 1.8
N 0.798 -2.340 0.687 0.8 -1.8 -0.1
Br 3.295 -0.358 0.284 0.3 1.1 0.0
H 1.823 2.493 1.433 0.4 -0.2 -0.5
H 0.194 3.445 0.166 -0.5 1.4 0.1
H -1.254 2.204 -1.558 0.5 0.2 0.2
H 0.433 1.456 -1.934 -2.4 0.1 1.3
H -1.983 -2.199 -0.673 -1.3 -0.1 -0.5
H -0.964 -3.555 -0.305 -0.7 -1.7 0.2
H -1.716 0.002 1.205 -0.5 0.8 -1.3
H -2.277 1.486 0.586 0.7 -2.0 -0.8
H 1.615 -1.852 1.035 -0.6 0.6 -0.3
H 1.073 -3.323 0.490 -0.8 0.8 0.4
```
Forces are in eV/Å.

Summary:
Frontier orbital gap (alpha / beta) ... 6.8601 / 6.8610 eV
Energy ... -82374.1351 eV
Net charge ... +1
E_HOMO (alpha / beta) ... -11.79 / -11.79 eV
LUMO energy (alpha / beta) ... -4.9292 / -4.9302 eV

***

Record 3
Molecular formula: C5H11NO
Method: DFT, the ωB97M-V functional and the def2-TZVPD basis

```
18
Properties=species:S:1:pos:R:3:forces:R:3
C 0.098 -0.710 -0.570 -7.3 0.7 0.3
C -2.656 -0.859 0.137 0.6 -0.1 0.6
C -0.034 1.639 0.173 0.2 -0.2 -0.4
N 0.280 0.240 0.457 2.6 -2.4 -0.8
C 1.684 -0.198 0.602 1.8 3.2 2.6
C 2.770 -0.085 -0.187 -1.5 -0.4 -0.1
O -1.604 -0.557 -0.725 1.8 0.0 -2.5
H 0.115 -1.769 -0.307 0.8 0.4 0.1
H 0.366 -0.409 -1.585 0.0 -0.3 0.1
H 1.875 -0.299 1.668 0.3 -0.6 0.0
H -3.607 -0.792 -0.417 0.4 0.1 -0.1
H -2.699 -0.116 0.952 -0.1 -0.4 0.2
H -2.632 -1.886 0.530 0.2 0.1 0.2
H 0.279 1.952 -0.829 0.1 0.0 -0.1
H 0.453 2.276 0.915 -0.1 -0.2 -0.1
H -1.119 1.744 0.219 0.2 0.0 0.1
H 2.666 0.047 -1.257 0.2 0.4 0.0
H 3.764 -0.217 0.225 -0.2 -0.3 -0.1
```
Forces are in eV/Å.

Summary:
Frontier orbital gap ... 9.8616 eV
Energy ... -8896.7770 eV
E_HOMO ... -8.87 eV
LUMO energy ... 0.9872 eV

***

Record 4
Molecular formula: C28H77N8O10
Method: DFT, the ωB97M-V functional and the def2-TZVPD basis

```
123
Properties=species:S:1:pos:R:3:forces:R:3
N 1.079 -0.294 -0.315 1.1 -1.4 -0.4
O 0.406 0.269 0.546 0.5 0.9 0.2
O 2.128 0.271 -0.858 -3.1 -1.7 1.3
O 0.705 -1.496 -0.582 1.0 2.1 -0.8
C 4.046 -5.281 -0.360 1.6 -1.2 -14.4
C 2.876 -4.538 -1.093 2.0 2.2 0.6
C 1.566 -5.077 -0.837 -2.2 1.0 -1.8
O 1.533 -6.391 -1.282 -1.4 -2.2 0.1
C 0.323 -7.037 -0.840 -1.0 1.7 0.3
N 2.987 -3.088 -0.753 -1.5 2.3 -1.7
H 3.943 -5.245 0.544 -0.5 0.7 10.1
H 4.994 -4.898 -0.933 -1.4 -0.1 2.1
H 4.069 -6.340 -0.788 -0.4 0.9 1.1
H 2.838 -4.573 -2.153 1.3 -0.7 -1.4
H 0.821 -4.433 -1.430 0.6 -0.7 0.7
H 1.268 -5.067 0.147 -0.6 0.4 2.7
H 0.445 -7.984 -0.351 0.8 -0.6 0.0
H -0.421 -7.190 -1.649 0.6 0.3 0.1
H -0.195 -6.394 -0.054 0.6 -0.6 -1.0
H 2.079 -2.516 -0.898 0.8 -2.1 1.4
H 3.338 -2.488 -1.574 1.1 -2.3 1.5
C 2.649 -2.123 -3.901 -0.2 -0.9 -2.5
C 3.600 -0.943 -3.783 -3.1 -1.4 6.0
C 3.032 0.427 -3.926 -6.1 -1.9 -0.5
O 2.597 0.468 -5.301 -1.5 3.0 -0.2
C 2.114 1.872 -5.574 4.5 -2.2 -4.7
N 4.205 -1.087 -2.424 -2.8 -0.2 0.2
H 2.009 -1.792 -4.718 -0.3 -0.8 -0.4
H 1.970 -2.336 -3.100 0.0 0.3 0.8
H 3.101 -3.147 -4.191 -0.2 1.9 0.4
H 4.336 -1.058 -4.418 3.7 -0.5 -3.6
H 3.736 1.095 -3.694 2.9 3.0 0.6
H 2.032 0.732 -3.236 2.9 -1.1 -1.4
H 1.653 2.044 -6.619 1.0 -1.2 1.2
H 3.061 2.456 -5.565 -0.8 0.1 0.2
H 1.408 2.274 -5.015 -3.0 1.2 3.7
H 3.463 -0.732 -1.727 1.5 -0.5 -1.2
H 4.882 -0.408 -2.422 2.5 1.9 0.7
C 2.113 5.148 0.833 -6.0 -4.8 -8.3
C 2.759 3.787 0.400 -0.1 0.4 0.1
C 2.834 2.588 1.422 -4.1 2.6 2.6
O 3.561 2.933 2.598 1.5 0.1 1.6
C 2.882 3.573 3.656 -5.6 0.0 -4.5
N 2.047 3.298 -0.798 1.6 7.3 -0.7
H 1.932 5.779 -0.207 0.6 -1.5 2.7
H 2.651 5.598 1.414 6.1 5.3 6.3
H 1.133 5.025 1.305 0.0 -0.2 -0.2
H 3.830 4.024 0.231 -0.4 -0.1 -0.7
H 3.112 1.595 1.085 0.4 0.3 -0.4
H 1.742 2.543 1.866 1.4 -0.6 -1.3
H 2.523 4.610 3.449 0.1 -0.4 -1.0
H 3.204 3.818 4.541 4.2 0.0 4.7
H 1.884 3.104 4.017 1.2 -0.1 -1.2
H 1.071 3.265 -0.715 -2.1 1.1 0.4
H 2.178 2.438 -0.650 1.7 -9.2 -0.1
C -3.373 -2.563 2.679 -1.0 0.0 1.1
C -2.751 -2.692 1.344 1.7 0.3 -1.8
C -3.681 -2.173 0.157 5.2 -12.0 -0.3
O -4.736 -3.037 0.171 -3.3 0.1 -1.9
C -5.804 -2.653 -0.745 -1.3 1.6 1.7
N -1.528 -1.916 1.382 3.2 -4.8 -1.6
H -3.401 -1.453 2.972 0.5 -1.7 0.1
H -2.839 -3.312 3.359 -0.8 1.7 -0.4
H -4.426 -2.836 2.560 0.0 -0.3 0.5
H -2.393 -3.766 1.175 -1.0 1.3 -0.1
H -2.970 -2.368 -0.777 -1.2 -0.2 1.2
H -3.611 -1.265 0.094 -1.4 10.5 0.3
H -5.518 -2.335 -1.761 0.5 0.0 0.6
H -6.421 -1.851 -0.198 1.2 -0.2 -1.0
H -6.649 -3.333 -0.870 0.9 -1.2 0.2
H -1.573 -0.987 1.495 -0.5 4.0 0.4
H -0.625 -2.182 0.823 -2.8 0.7 1.0
C 2.014 0.009 5.094 -0.1 -1.7 1.0
C 0.803 -0.596 4.412 -2.5 -1.8 0.2
C -0.362 0.450 4.465 -5.5 -12.8 6.1
O -0.716 0.610 5.811 -0.1 1.5 3.0
C -1.639 1.693 5.951 2.2 1.1 5.2
N 1.036 -1.102 3.057 1.0 0.5 1.4
H 2.849 -0.727 5.122 -0.6 0.4 0.0
H 1.745 0.308 6.142 0.4 0.0 -1.1
H 2.343 0.816 4.487 0.4 1.1 -0.3
H 0.373 -1.545 4.866 0.8 1.3 0.6
H -1.455 0.118 4.171 2.3 -0.2 -1.4
H -0.151 1.180 4.024 3.3 11.7 -6.5
H -1.121 2.576 5.731 0.6 1.5 -1.1
H -2.046 2.135 7.131 1.3 -2.5 -3.0
H -2.451 1.563 5.378 -3.1 -0.5 -2.2
H 1.169 -0.286 2.535 0.8 1.3 -1.6
H 0.165 -1.424 2.711 -1.0 -0.8 -0.3
C -1.665 4.745 0.625 3.8 -1.1 -2.1
C -1.217 3.177 0.852 1.8 2.2 -0.1
C -2.327 2.393 1.392 -2.5 5.7 -0.2
O -2.582 2.906 2.715 -3.4 1.0 1.0
C -3.925 3.543 2.866 -2.5 -0.5 -3.1
N -0.792 2.520 -0.438 -1.5 -0.1 0.0
H -0.963 5.223 -0.203 -1.6 -1.2 1.5
H -1.745 5.505 1.363 1.2 0.0 1.9
H -2.651 4.823 0.381 -2.9 -0.5 -2.0
H -0.427 3.308 1.687 -0.5 -0.9 -1.7
H -2.253 1.419 1.421 1.1 -5.2 0.4
H -3.125 2.585 0.618 -0.2 -0.1 1.1
H -4.290 4.111 3.750 1.4 -1.3 0.5
H -4.944 2.828 2.511 3.2 1.4 1.2
H -4.077 4.403 2.134 0.8 -1.1 0.2
H -1.672 2.476 -1.105 2.3 -0.1 1.8
H -0.420 1.532 -0.198 -1.1 2.1 -0.6
C -1.377 0.841 -4.936 1.7 1.1 2.3
C -0.853 0.456 -3.492 -0.9 -0.4 1.8
C -2.037 0.171 -2.499 -0.1 -3.0 2.1
O -2.935 1.217 -2.501 -2.5 1.1 -0.6
C -4.328 0.878 -2.132 4.6 -0.6 3.2
N -0.028 -0.756 -3.600 0.4 -0.8 2.2
H -1.854 1.836 -5.003 1.1 -0.1 0.0
H -2.099 0.228 -5.339 -1.9 -2.0 -0.1
H -0.518 0.569 -5.534 0.4 1.0 -0.7
H -0.207 1.204 -2.947 -0.9 0.3 -1.1
H -1.861 -0.052 -1.332 1.0 0.6 -2.1
H -2.495 -0.885 -2.684 0.3 1.7 -0.8
H -4.247 0.376 -1.087 -0.6 1.2 -1.3
H -4.654 0.132 -2.740 -1.2 -2.0 -2.1
H -4.895 1.752 -2.179 -0.8 1.3 0.1
H 0.303 -1.126 -2.581 -1.0 1.3 -3.1
H 0.809 -0.437 -4.088 -0.2 -0.5 0.2
```
Forces are in eV/Å.

Summary:
Frontier orbital gap ... 7.9783 eV
Energy ... -62658.8958 eV
Net charge ... -1
E_HOMO ... -5.82 eV
LUMO energy ... 2.1600 eV